Density functional theory data (wB97M-V/def2-TZVPD) for C45H27N10O4Ti as an isolated structure.

Structure (ORCA input):
```
! RIJCOSX wB97M-V def2-TZVPD def2/J DEFGRID3
* xyz -2 2
Ti -0.16523 1.60223 -0.52060
C 5.07013 1.13806 3.53056
C 4.38106 2.26409 3.21089
C 3.34853 2.26629 2.15577
C 3.54428 1.15383 1.23921
C 2.81551 0.70674 0.10094
N 1.63500 0.59783 -0.46802
C 2.17370 -0.57643 -1.29862
C 1.61588 -1.96379 -1.51908
C 1.93488 -3.21345 -1.02196
C 1.29976 -4.32302 -1.58069
C 0.37806 -4.17840 -2.61397
C 0.11261 -2.91733 -3.14861
C 0.78505 -1.84466 -2.60068
C 0.93118 -0.42526 -3.05113
N -0.18329 0.15248 -3.67477
C -1.13004 0.05092 -2.78334
N -0.82058 -0.15422 -1.44380
C -1.86810 -0.96384 -0.91397
N -1.84326 -1.79345 0.06707
C -0.73489 -2.14133 0.80141
N 0.50901 -1.63701 0.63681
C 1.37145 -2.29275 1.40187
N 2.70981 -1.91164 1.57522
C 3.45960 -1.13354 0.90200
N 3.39894 -0.49813 -0.45823
C 4.17617 -0.05438 1.69465
C 4.92147 -0.09998 2.82746
C 0.68724 -3.31132 2.14353
C 1.08865 -4.27168 3.08377
C 0.13667 -5.12140 3.61399
C -1.21936 -5.03224 3.21602
C -1.63064 -4.09368 2.29064
C -0.67738 -3.22104 1.74271
C -2.98731 -0.90897 -1.87049
C -4.26928 -1.43492 -1.81226
C -5.10469 -1.25552 -2.90420
C -4.66286 -0.58947 -4.05234
C -3.36886 -0.09197 -4.12014
C -2.55370 -0.24252 -3.01217
N 2.01700 0.12134 -2.62542
H 5.76453 1.17884 4.36711
H 4.51588 3.17275 3.79036
H 3.20478 3.22186 1.67728
H 2.62693 -3.34478 -0.19962
H 1.51719 -5.30984 -1.18971
H -0.12039 -5.05246 -3.01867
H -0.57984 -2.78110 -3.97342
H 5.34749 -1.02050 3.20536
H 2.12840 -4.34033 3.38856
H 0.42734 -5.86825 4.34513
H -1.94414 -5.71128 3.65406
H -2.67002 -4.02321 1.98443
H -4.60165 -1.95283 -0.91861
H -6.12148 -1.63076 -2.86690
H -5.33561 -0.46589 -4.89336
H -3.00348 0.41201 -5.00770
O -4.29203 1.61536 -0.05553
C -3.07368 1.58612 0.01976
O -2.20175 2.00821 -0.83817
C -2.39502 1.10667 1.28359
C -2.98398 0.72252 2.45255
C -2.17069 0.49790 3.57460
C -0.82623 0.81650 3.53214
C -0.29855 1.27206 2.33693
N -1.05695 1.28543 1.21014
C 0.94464 1.96698 2.06823
O 1.90129 2.06734 2.92456
O 1.02036 2.48701 0.92920
H -4.05903 0.60456 2.48174
H -2.60953 0.12955 4.49357
H -0.18425 0.74381 4.40047
C -1.36198 4.53506 0.64118
C -0.58791 4.57683 -0.64195
C -0.35190 5.72086 -1.35329
C 0.37609 5.35150 -2.52117
C 0.56352 3.99577 -2.47400
C 1.31841 3.20459 -3.49259
N -0.02507 3.47932 -1.31354
H -1.52194 5.56356 0.97169
H -0.83855 4.01203 1.43989
H -2.34059 4.07177 0.51620
H -0.67413 6.71215 -1.06301
H 0.73706 6.00314 -3.30700
H 1.73340 3.89889 -4.22674
H 0.68687 2.49078 -4.01834
H 2.13404 2.63303 -3.05545
*
```

E: -3429.06827 a.u.
Highest occupied orbital energy (spin up / spin down): -0.969 / -0.976 eV
Relative energy (zero: lowest compared OMol25 entry of this formula, charge and spin): 811.0 kJ/mol
Kohn-Sham gap (spin up / spin down): 5.3 / 4.9 eV

Atom charges from the Löwdin analysis, given in e for atoms 1 to 2: 1.15, -0.12

=====

Density functional theory data (wB97M-V/def2-TZVPD) for C45H31Br2N6O7Y as an isolated structure.

Structure (ORCA input):
```
! RIJCOSX wB97M-V def2-TZVPD def2/J DEFGRID3
* xyz -2 1
Y -0.02431 -1.97195 -0.52997
O 2.85382 -0.01784 2.65037
C 2.00663 0.76891 3.40969
C 2.57581 1.66145 4.32879
C 1.75487 2.43685 5.12415
C 0.36161 2.31383 4.98832
C -0.18077 1.41742 4.09235
C 0.63518 0.68643 3.23856
C 0.00805 -0.15794 2.20464
O 0.82822 -0.77983 1.33134
N -1.27587 -0.31640 2.22040
N -1.66876 -1.26718 1.24938
C -2.91457 -1.56691 1.35854
C -3.55338 -2.67915 0.60071
C -4.97109 -2.73452 0.52735
C -5.60832 -3.80888 -0.05908
C -4.82063 -4.84332 -0.57120
C -3.45391 -4.75881 -0.63209
C -2.73542 -3.64354 -0.04916
O -1.48450 -3.65111 -0.07530
H 2.18136 -0.37368 1.98210
H 3.65798 1.63783 4.42992
H 2.11458 3.07406 5.93040
H -0.34486 2.85964 5.63524
H -1.19640 1.22816 3.98005
H -3.50222 -1.04046 2.08163
H -5.49233 -1.82689 0.84453
H -6.69960 -3.91903 -0.03229
H -5.22835 -5.81241 -0.83167
H -2.89073 -5.57851 -1.04772
O 3.01381 -0.67476 -3.50428
C 3.95946 0.03548 -2.87829
C 5.31589 0.05173 -3.42749
C 6.32554 0.72528 -2.75360
C 6.01803 1.26636 -1.49398
C 4.76691 1.09153 -0.87057
C 3.72730 0.45784 -1.58366
C 2.38115 0.30628 -0.85229
O 1.56120 -0.59639 -1.45292
N 1.85404 1.74713 -0.69613
N 0.67316 1.85071 -0.18473
C 0.29473 2.99195 0.30520
C -1.07035 3.17848 0.78569
Br -2.38592 1.98685 0.25418
C -1.49509 4.27097 1.44185
C -0.72238 5.31459 2.09593
C 0.40294 5.05200 2.87380
C 1.12019 6.13642 3.43247
C 0.75221 7.43637 3.09478
C -0.42592 7.71218 2.42443
C -1.18276 6.64162 1.97507
H 2.23628 -0.76151 -2.84281
H 5.53141 -0.59647 -4.28343
H 7.32442 0.76411 -3.13466
H 6.82092 1.88216 -1.06755
H 4.54869 1.53702 0.11552
H 2.74861 0.00722 0.14077
H 2.61111 2.34646 -0.32566
H 0.97950 3.83837 0.40917
H -2.53229 4.47288 1.46245
H 0.70516 4.05022 3.08698
H 2.02995 5.97960 3.98477
H 1.37492 8.28482 3.40789
H -0.67835 8.75550 2.12971
H -2.05410 6.90158 1.42318
Br 1.73330 -3.45925 3.32831
C 2.72813 -3.15191 1.68795
C 3.88374 -2.45035 1.59765
C 4.47575 -2.29365 0.32957
C 3.95784 -2.95008 -0.77686
C 2.74355 -3.64240 -0.56029
N 2.16337 -3.70861 0.63738
C 2.00306 -4.27409 -1.75061
O 2.63979 -5.07103 -2.42717
O 0.82926 -3.78999 -1.84304
H 4.15308 -1.87662 2.50499
H 5.32302 -1.62044 0.18374
H 4.40140 -2.81934 -1.72211
N -8.11174 -2.96535 -6.73756
C -7.11744 -2.82978 -6.16411
C -5.92642 -2.49793 -5.41021
C -5.48975 -3.42499 -4.40769
C -4.46437 -3.12641 -3.54703
C -3.83761 -1.87839 -3.65914
C -4.29480 -0.97935 -4.62357
C -5.27780 -1.26242 -5.50089
C -2.73142 -1.52588 -2.86002
C -1.72109 -1.44349 -2.14279
H -5.94119 -4.42442 -4.35604
H -4.16224 -3.82206 -2.79690
H -3.85465 0.00515 -4.69510
H -5.56726 -0.49771 -6.16026
*
```

E: -7775.16912 a.u.
Highest occupied orbital energy: -2.891 eV
Relative energy (zero: lowest compared OMol25 entry of this formula, charge and spin): 11.2 kJ/mol
Kohn-Sham gap: 6.6 eV

Atom charges from the Löwdin analysis, given in e for atoms 1 to 2: 1.51, -0.02

=====

Density functional theory data (wB97M-V/def2-TZVPD) for C45H31F3NO22S3 as an isolated structure.

Structure (ORCA input):
```
! RIJCOSX wB97M-V def2-TZVPD def2/J DEFGRID3
* xyz -1 1
O 12.46580 0.88905 0.27021
C 11.68293 1.64945 0.73560
O 11.34396 1.63816 2.06157
C 10.98726 2.76870 -0.00019
S 10.51734 2.45269 -1.70408
O 9.92729 3.68754 -2.13366
O 11.70326 2.05222 -2.40384
N 9.49367 1.19014 -1.78428
S 8.46258 0.83380 -0.68917
O 7.50449 -0.11270 -1.18954
O 8.99997 0.55865 0.61665
S 7.09704 2.51708 -0.26921
O 7.32544 2.96385 1.07823
O 7.03215 3.48273 -1.32352
C 5.40746 1.71027 -0.24212
F 4.99862 1.41672 -1.46360
F 4.57380 2.60763 0.29399
F 5.38426 0.62077 0.51464
H 10.94191 0.77322 2.23085
H 10.16079 3.15180 0.59262
H 11.70336 3.58796 -0.10638
C 0.42293 0.95180 3.61781
C 0.15034 2.22820 3.86717
C 0.75538 3.31690 3.05576
O 0.50334 4.48104 3.28643
C 1.67371 2.92541 1.95723
C 1.94816 1.64808 1.70730
C 1.34208 0.56351 2.51737
O 1.58069 -0.60751 2.29472
H -0.00610 0.14623 4.19109
H -0.51805 2.52964 4.66369
H 2.10423 3.73013 1.37515
H 2.61320 1.34610 0.91138
C -0.54864 -2.84923 0.79513
C -0.28304 -1.86913 -0.06194
C -0.45919 -2.05715 -1.52313
O -0.21037 -1.15884 -2.30232
C -0.94901 -3.37359 -2.00283
C -1.21331 -4.35196 -1.14182
C -1.03570 -4.16830 0.32046
O -1.28744 -5.06489 1.09911
H -0.42181 -2.73304 1.86388
H 0.07599 -0.90217 0.26283
H -1.06944 -3.48088 -3.07026
H -1.57069 -5.32036 -1.46240
C 0.23119 4.52729 -2.04454
C -0.96976 4.69679 -2.58768
C -1.83618 3.53065 -2.90312
O -2.93385 3.68000 -3.39994
C -1.31063 2.17699 -2.59033
C -0.10731 2.01026 -2.04884
C 0.75626 3.17588 -1.73312
O 1.85240 3.02990 -1.23521
H 0.87640 5.36156 -1.80401
H -1.36648 5.67287 -2.81910
H -1.95635 1.34110 -2.82917
H 0.29118 1.03084 -1.82072
C 0.57458 11.04426 -2.57659
C -0.22189 10.00077 -2.36691
C 0.29380 8.61139 -2.44945
O -0.43794 7.66198 -2.25935
C 1.73103 8.42874 -2.77236
C 2.52860 9.47225 -2.98201
C 2.01388 10.86364 -2.90048
O 2.73655 11.81674 -3.09005
H 0.22227 12.06641 -2.52280
H -1.27254 10.10698 -2.12889
H 2.08713 7.40765 -2.82708
H 3.57912 9.36297 -3.21879
C -5.14582 -4.29182 -4.69089
C -6.44849 -4.52363 -4.82127
C -7.19343 -5.30688 -3.80390
O -8.38306 -5.51959 -3.92554
C -6.43596 -5.82037 -2.63526
C -5.13262 -5.58841 -2.50585
C -4.38605 -4.80673 -3.52282
O -3.19847 -4.59180 -3.40510
H -4.57875 -3.72416 -5.41763
H -7.02407 -4.15938 -5.66258
H -6.99960 -6.39156 -1.90813
H -4.55927 -5.95354 -1.66288
C -1.52844 -1.68143 7.43139
C -1.12536 -2.46051 8.43058
C 0.13362 -2.17864 9.16841
O 0.49992 -2.88877 10.07840
C 0.92430 -0.99338 8.74676
C 0.52037 -0.21421 7.74761
C -0.73796 -0.49713 7.01412
O -1.10637 0.21530 6.10320
H -2.44040 -1.86665 6.87833
H -1.68439 -3.32902 8.75421
H 1.83786 -0.80818 9.29689
H 1.08010 0.65335 7.42146
C -9.81737 -8.12952 -2.23709
C -11.12080 -8.36159 -2.36602
C -11.86978 -9.14403 -1.35057
O -13.05654 -9.35879 -1.46681
C -11.10785 -9.65763 -0.18190
C -9.80509 -9.42623 -0.05141
C -9.05951 -8.64318 -1.06886
O -7.87034 -8.43129 -0.94704
H -9.25363 -7.55769 -2.96382
H -11.69501 -7.99607 -3.20763
H -11.67467 -10.22450 0.54560
H -9.22912 -9.78992 0.78998
*
```

E: -4937.40582 a.u.
Highest occupied orbital energy: -6.852 eV
Kohn-Sham gap: 6.0 eV

Atom charges from the Löwdin analysis, given in e for atoms 1 to 2: 0.14, -0.56